Entry 1:
{
  "formula": "C15H17CeNO3S",
  "method": "ωB97M-V with the def2-TZVPD basis set",
  "max_force_ev_per_a": 9.00,
  "homo_ev": -8.65,
  "e_lumo_ev": -0.246,
  "energy_ha": -1735.3242,
  "homo_lumo_gap_ev": 8.4028,
  "total_charge": 0,
  "species": ["C", "C", "C", "C", "C", "Ce", "C", "C", "C", "N", "H", "H", "H", "H", "H", "H", "H", "H", "H", "H", "C", "C", "C", "C", "C", "C", "C", "S", "O", "O", "O", "H", "H", "H", "H", "H", "H", "H"],
  "coordinates": [[1.478, 3.291, -2.619], [2.701, 2.570, -2.545], [2.929, 2.209, -1.184], [1.835, 2.697, -0.419], [0.932, 3.360, -1.305], [0.872, 1.091, -1.926], [2.080, -0.534, -3.315], [1.335, 0.089, -4.237], [0.792, 0.589, -5.328], [-0.676, 0.997, -2.645], [3.782, 1.646, -0.801], [3.353, 2.339, -3.391], [1.691, 2.569, 0.655], [-0.013, 3.828, -1.028], [1.019, 3.689, -3.525], [3.097, -0.193, -3.083], [-1.554, 1.093, -3.171], [1.733, -1.456, -2.835], [1.111, 0.209, -6.308], [0.032, 1.374, -5.292], [-3.548, -3.377, 4.607], [-2.537, -2.586, 3.831], [-1.907, -1.477, 4.420], [-0.982, -0.717, 3.691], [-0.680, -1.063, 2.370], [-1.300, -2.176, 1.784], [-2.222, -2.934, 2.509], [0.417, -0.053, 1.368], [-0.104, 1.388, 1.422], [1.892, 0.034, 1.787], [0.325, -0.494, -0.287], [-3.077, -3.802, 5.517], [-4.389, -2.715, 4.905], [-3.964, -4.212, 4.002], [-2.144, -1.194, 5.438], [-0.520, 0.149, 4.147], [-1.087, -2.448, 0.759], [-2.700, -3.781, 2.032]]
}


Entry 2:
{
  "formula": "C15H17Cl2N2",
  "method": "ωB97M-V with the def2-TZVPD basis set",
  "max_force_ev_per_a": 1.42,
  "homo_ev": -11.04,
  "e_lumo_ev": -6.262,
  "energy_ha": -1611.3482,
  "homo_lumo_gap_ev": 4.7761,
  "total_charge": 1,
  "species": ["Cl", "C", "C", "C", "C", "C", "C", "C", "C", "C", "Cl", "C", "C", "C", "C", "H", "H", "H", "H", "H", "H", "H", "H", "H", "C", "N", "N", "C", "H", "H", "H", "H", "H", "H", "H", "H"],
  "coordinates": [[2.977, 3.695, 3.639], [2.025, 2.350, 3.199], [0.773, 2.143, 3.801], [0.041, 1.010, 3.479], [0.514, 0.033, 2.550], [-0.299, -1.137, 2.371], [-0.229, -2.219, 1.430], [-1.385, -3.050, 1.318], [-1.427, -4.157, 0.484], [-0.305, -4.472, -0.301], [-0.313, -5.858, -1.294], [0.837, -3.657, -0.251], [0.879, -2.559, 0.605], [1.743, 0.328, 1.895], [2.505, 1.436, 2.248], [0.401, 2.877, 4.513], [-0.949, 0.879, 3.917], [-1.217, -1.129, 2.964], [-2.282, -2.773, 1.872], [-2.312, -4.783, 0.414], [1.685, -3.890, -0.888], [1.774, -1.947, 0.613], [2.080, -0.286, 1.067], [3.468, 1.615, 1.779], [1.698, -1.878, 5.477], [1.668, -2.655, 4.250], [0.965, -3.877, 4.532], [1.946, -4.951, 4.587], [2.299, -0.967, 5.320], [0.680, -1.588, 5.781], [2.147, -2.509, 6.257], [1.171, -2.154, 3.519], [0.307, -4.044, 3.764], [1.438, -5.877, 4.865], [2.438, -5.065, 3.608], [2.707, -4.691, 5.337]]
}